DFT (ωB97M-V with the def2-TZVPD basis set) results for a cluster of 16 separate species, C48H119N6O17S8 in total at a distorted geometry.

Values from the calculation:
gap between HOMO and LUMO	8.6	eV
LUMO energy	-0.0568	hartree
total charge	+1

Last column: Löwdin charge in e.
CARTESIAN COORDINATES (ANGSTROEM)
C (3.88910, -0.43598, 0.34964)  -0.06
C (3.00191, -0.57047, -0.95738)  -0.18
C (1.44051, -0.58600, -0.69463)  -0.13
C (0.76442, 0.51058, 0.19358)  -0.06
N (-0.77482, 0.54049, 0.11263)  -0.17
C (-1.34519, 0.91478, -1.26106)  -0.08
C (-2.38083, 2.06704, -1.01366)  -0.13
C (-2.59262, 2.12260, 0.47733)  -0.16
C (-1.31324, 1.64357, 1.05085)  -0.10
C (-1.40198, -0.76435, 0.62287)  0.03
H (4.93011, -0.72575, 0.20664)  0.06
H (3.45707, -1.08550, 1.11094)  0.06
H (3.95433, 0.58058, 0.73752)  0.05
H (3.31459, -1.49472, -1.44326)  0.08
H (3.24678, 0.22890, -1.65677)  0.06
H (1.21171, -1.50836, -0.16079)  0.07
H (0.91223, -0.74929, -1.63397)  0.08
H (1.17046, 1.46079, -0.15331)  0.12
H (0.94072, 0.41371, 1.26487)  0.11
H (-1.63801, -0.01086, -1.75662)  0.09
H (-0.55479, 1.14168, -1.97653)  0.09
H (-3.26779, 1.99214, -1.64278)  0.10
H (-1.81173, 2.93976, -1.33394)  0.08
H (-3.42117, 1.44693, 0.68962)  0.10
H (-3.03993, 3.04851, 0.83884)  0.11
H (-1.15895, 1.36714, 2.09387)  0.13
H (-0.76340, 2.58383, 1.00976)  0.12
H (-1.18721, -0.91606, 1.68068)  0.08
H (-1.00138, -1.64693, 0.12419)  0.09
H (-2.47949, -0.73209, 0.46155)  0.09
C (-8.20019, 3.04876, 0.31396)  -0.26
S (-6.73648, 3.63891, 1.28048)  0.88
O (-5.93436, 2.34196, 1.36764)  -0.58
C (-6.04558, 4.71559, -0.05398)  -0.25
H (-7.97071, 2.34001, -0.48172)  0.04
H (-8.69681, 3.85959, -0.21896)  0.04
H (-8.94339, 2.50741, 0.89936)  0.04
H (-5.15156, 5.17255, 0.37029)  0.02
H (-6.71077, 5.55493, -0.25674)  0.05
H (-5.70112, 4.18064, -0.93901)  0.06
C (0.45234, -1.12060, 6.75363)  -0.23
S (0.27504, 0.23427, 5.45983)  0.88
O (0.29773, -0.35705, 4.03837)  -0.60
C (-1.51324, 0.50346, 5.77714)  -0.23
H (1.51624, -1.28787, 6.92164)  0.02
H (0.05371, -2.06888, 6.39310)  0.05
H (-0.06021, -0.89264, 7.68820)  0.05
H (-1.94717, 0.90762, 4.86257)  0.04
H (-1.60343, 1.25228, 6.56406)  0.05
H (-2.00259, -0.38520, 6.17579)  0.05
C (4.14097, -4.11974, 5.77197)  -0.27
S (3.98846, -2.40864, 5.32701)  0.84
O (5.29760, -1.77148, 4.86876)  -0.56
C (2.82518, -2.48805, 3.87048)  -0.21
H (3.68985, -4.87031, 5.12294)  0.05
H (3.71834, -4.29884, 6.76062)  0.05
H (5.19026, -4.40614, 5.84315)  0.06
H (1.83543, -2.42264, 4.32241)  0.01
H (2.98979, -3.40961, 3.31216)  0.04
H (2.92836, -1.56254, 3.30402)  0.02
C (-2.54681, -3.70728, -2.58354)  -0.24
S (-1.82148, -2.49349, -3.77150)  0.89
O (-0.63645, -1.83516, -3.03891)  -0.60
C (-1.16061, -3.64366, -5.04613)  -0.26
H (-3.22668, -4.37322, -3.11497)  0.05
H (-3.17144, -3.22232, -1.83338)  0.03
H (-2.01584, -4.41118, -1.94269)  0.04
H (-0.64568, -3.35036, -5.96096)  0.05
H (-2.06732, -4.10638, -5.43583)  0.04
H (-0.48008, -4.39082, -4.63779)  0.05
C (-2.28994, 1.96891, -4.59265)  -0.24
S (-0.55664, 2.52032, -4.74546)  0.88
O (-0.08403, 3.09188, -3.36893)  -0.58
C (0.37066, 0.94645, -5.03467)  -0.23
H (-2.43330, 0.88932, -4.54741)  0.05
H (-2.82098, 2.28649, -5.49000)  0.04
H (-2.80059, 2.52115, -3.80375)  0.05
H (0.15247, 0.44184, -5.97587)  0.06
H (0.06446, 0.28127, -4.22727)  0.01
H (1.41511, 1.24327, -4.93909)  0.03
C (-4.81260, -3.36108, 1.25674)  -0.20
S (-5.43437, -1.86691, 2.25768)  0.84
O (-4.15837, -1.08487, 2.56985)  -0.55
C (-5.97444, -2.76584, 3.71762)  -0.26
H (-4.28269, -2.91675, 0.41421)  0.01
H (-5.68529, -3.90054, 0.88867)  0.04
H (-4.06919, -3.97112, 1.76988)  0.05
H (-6.91426, -3.31050, 3.62721)  0.06
H (-6.15672, -2.00080, 4.47235)  0.05
H (-5.19442, -3.43289, 4.08465)  0.05
C (7.77434, -4.90829, -2.96847)  -0.25
S (6.17864, -4.01446, -2.73401)  0.84
O (5.51945, -4.72399, -1.50599)  -0.60
C (6.92108, -2.41657, -2.07782)  -0.22
H (8.30310, -4.89807, -2.01537)  0.06
H (8.39311, -4.42669, -3.72564)  0.05
H (7.56922, -5.88454, -3.40773)  0.05
H (6.15661, -1.80400, -1.59985)  0.03
H (7.52055, -1.88819, -2.81915)  0.05
H (7.60077, -2.70657, -1.27656)  0.05
C (0.90767, -4.60276, -1.64450)  -0.23
S (2.21916, -4.61726, -0.32629)  0.86
O (1.56791, -3.87881, 0.82750)  -0.59
C (2.37289, -6.33295, 0.18604)  -0.26
H (0.89747, -3.65365, -2.18041)  0.01
H (-0.04112, -4.73011, -1.12330)  0.03
H (1.12261, -5.38645, -2.37095)  0.05
H (1.49415, -6.90321, 0.48726)  0.05
H (3.00347, -6.34999, 1.07496)  0.06
H (2.88538, -6.82855, -0.63848)  0.05
C (-1.86417, 5.90076, -1.91996)  -0.30
O (-2.91092, 5.30906, -1.61463)  -0.03
N (-1.47991, 7.10084, -1.40676)  -0.17
C (-0.14135, 7.66695, -1.71122)  -0.05
C (-2.18796, 7.94348, -0.44125)  -0.04
H (-1.04405, 5.42288, -2.47785)  0.12
H (-0.38266, 8.61288, -2.19607)  0.09
H (0.46930, 7.12699, -2.43486)  0.08
H (0.49808, 7.72960, -0.83071)  0.08
H (-3.15804, 7.50462, -0.20786)  0.08
H (-1.57541, 7.92773, 0.46021)  0.07
H (-2.29720, 8.96435, -0.80732)  0.09
C (-5.63230, -0.27674, -0.79294)  -0.39
O (-4.57652, -0.44181, -1.37852)  -0.01
N (-6.78705, -0.78359, -1.16000)  -0.14
C (-7.91527, -0.76652, -0.23767)  -0.09
C (-6.95957, -1.72318, -2.33195)  0.00
H (-5.69316, 0.23712, 0.17888)  0.11
H (-7.96672, -1.76072, 0.20620)  0.07
H (-8.91280, -0.51861, -0.60036)  0.09
H (-7.86607, -0.21209, 0.69950)  0.08
H (-7.42176, -1.26921, -3.20853)  0.09
H (-5.95347, -2.08201, -2.54902)  0.07
H (-7.48998, -2.64496, -2.09299)  0.08
C (-1.87442, -5.00926, 4.36618)  -0.31
O (-2.56730, -4.31623, 5.15328)  -0.04
N (-0.98984, -4.48699, 3.49723)  -0.18
C (-1.03473, -3.05877, 3.21587)  -0.03
C (0.08981, -5.28978, 3.03494)  -0.08
H (-1.76552, -6.10151, 4.45194)  0.13
H (-0.82260, -2.83218, 2.17101)  0.07
H (-0.28943, -2.58761, 3.85669)  0.06
H (-1.99996, -2.59384, 3.41652)  0.08
H (0.24426, -6.22236, 3.57767)  0.09
H (-0.28562, -5.60825, 2.06246)  0.09
H (1.08410, -4.84318, 3.04100)  0.07
C (2.44926, 1.74969, 2.96866)  -0.38
O (1.61110, 2.59065, 2.60823)  -0.03
N (3.68907, 2.01607, 3.30839)  -0.18
C (4.57549, 0.94129, 3.89198)  -0.01
C (4.25036, 3.33043, 3.27607)  -0.04
H (2.23006, 0.68850, 3.16366)  0.10
H (5.06407, 1.43189, 4.73381)  0.10
H (5.26117, 0.52258, 3.15535)  0.09
H (3.96812, 0.08785, 4.19337)  0.03
H (5.29135, 3.26899, 2.95875)  0.10
H (3.66936, 3.93091, 2.57610)  0.08
H (4.25176, 3.60648, 4.33053)  0.10
C (-1.42444, 4.35215, 3.86280)  -0.33
O (-2.34959, 3.56229, 4.08794)  -0.01
N (-1.49572, 5.27794, 2.91435)  -0.17
C (-0.29626, 6.11160, 2.46386)  0.00
C (-2.65095, 5.61448, 2.17310)  -0.08
H (-0.40434, 4.30764, 4.27465)  0.13
H (-0.03599, 5.86684, 1.43408)  0.06
H (0.54474, 5.72380, 3.03868)  0.08
H (-0.49863, 7.18201, 2.50090)  0.08
H (-3.43221, 4.93294, 2.50962)  0.09
H (-2.81849, 6.65931, 2.43452)  0.10
H (-2.64290, 5.52840, 1.08654)  0.07
O (4.53809, 4.23143, -2.91590)  0.07
C (4.04189, 3.12694, -2.62191)  -0.44
O (3.42803, 2.82985, -1.42113)  -0.03
C (3.01307, 3.83761, -0.47834)  -0.22
C (1.69018, 4.45071, -0.84816)  -0.06
C (4.00967, 1.93235, -3.55615)  0.01
H (3.72622, 4.61747, -0.21126)  0.13
H (2.87198, 3.36813, 0.49520)  0.08
H (1.39372, 5.11692, -0.03799)  0.06
H (0.89364, 3.71066, -0.92522)  0.06
H (1.72842, 5.06563, -1.74733)  0.08
H (3.06065, 1.40575, -3.45553)  0.06
H (4.71940, 1.10712, -3.49809)  0.08
H (4.14702, 2.38199, -4.53954)  0.09
O (4.07691, -1.63047, -3.77630)  0.05
C (3.79330, -2.35430, -4.74559)  -0.55
O (4.59838, -2.77551, -5.64031)  0.00
C (5.86629, -2.19443, -5.90810)  -0.18
C (6.14871, -2.54632, -7.40214)  -0.04
C (2.40661, -3.00098, -4.86920)  0.04
H (6.59132, -2.67420, -5.25065)  0.09
H (5.90316, -1.12841, -5.68375)  0.13
H (5.86026, -1.75352, -8.09232)  0.07
H (5.73939, -3.49236, -7.75649)  0.08
H (7.23243, -2.59933, -7.50624)  0.07
H (2.23695, -3.82736, -5.55943)  0.09
H (1.64559, -2.22411, -4.94267)  0.07
H (2.28048, -3.53893, -3.92962)  0.07